A 5-piece molecular cluster, C64H144O4P4S overall at a distorted geometry. Source: OMol25; level of theory: wB97M-V/def2-TZVPD.

Properties
- Frontier orbital gap: 8.93 eV
- LUMO energy: -2.95 eV
- E_HOMO: -0.43631 Ha
- 2S+1: 1
- Charge: +2

The geometry in XYZ format:
```
217
Properties=species:S:1:pos:R:3:lowdin_charge:R:1
S 0.5779 0.1407 0.0422 0.1082
P -1.6730 -1.2112 3.0828 1.1342
P -1.1349 4.1952 -0.3790 1.0560
P -0.9652 -1.7455 -3.7324 1.0505
P 4.3691 -1.5496 0.8877 1.0688
O -0.0849 1.3690 -0.2068 -0.3775
O 0.5587 -0.1821 1.4535 -0.3947
O -0.2522 -0.7992 -0.6870 -0.3914
O 1.9947 0.2311 -0.2665 -0.3718
C -0.7445 0.0650 4.1046 -0.2464
C 1.5403 5.2666 2.8632 -0.2402
C 0.6875 -0.9825 -3.8976 -0.2621
C 1.9688 -1.7172 -4.2124 -0.2697
C -4.4250 -0.6267 7.0737 -0.0879
C 2.5701 -6.2313 -0.9684 -0.0993
C -3.0394 7.8531 -1.5380 -0.2184
C -3.5757 -0.5625 -3.6891 -0.1957
C -1.9041 8.9326 -1.5361 -0.0890
C 3.4507 -4.1010 0.1512 -0.2278
C -3.2526 3.9044 1.5810 -0.1714
C -1.5625 3.9656 -5.0775 -0.0836
C -2.0387 -0.3519 -3.3341 -0.2427
C -0.6503 2.5672 4.9744 -0.2362
C 5.7497 -4.8025 3.2372 -0.2562
C 0.2924 5.0316 1.9018 -0.2496
C 2.8506 0.8205 4.4817 -0.1137
C -3.5576 -1.7298 1.0652 -0.2398
C 7.2049 -0.0677 -2.0550 -0.2146
C -1.1264 -1.1539 -9.0796 -0.0810
C 5.2293 -0.9247 -0.6811 -0.2448
C -4.2655 -0.9505 4.5641 -0.2090
C -4.5144 0.6959 -3.5115 -0.2245
C 2.7524 5.8910 2.2321 -0.1055
C 3.0346 -2.6387 0.3267 -0.2722
C -1.3506 -2.0485 -7.8689 -0.3019
C -1.3601 -1.3686 -6.5404 -0.2381
C -4.4003 -1.5234 -0.1992 -0.2337
C -2.6472 6.3202 -1.6552 -0.2078
C 4.1794 1.2399 3.9306 -0.2499
C -3.0575 -1.8104 4.1174 -0.2909
C 8.6505 0.5687 -2.1065 -0.0872
C -3.5492 -6.2375 -1.5826 -0.0933
C -4.9046 5.5594 2.5195 -0.1318
C -2.5992 3.4001 0.1951 -0.2351
C -3.6738 5.3783 1.7372 -0.2942
C 2.3292 -4.7004 -0.7126 -0.2416
C -2.7377 -0.5781 1.6224 -0.2165
C 3.9212 -2.1513 -5.8689 -0.0678
C 4.8545 0.1515 3.0752 -0.2262
C -1.0465 -3.1897 -2.5641 -0.2159
C 0.6976 -4.7506 3.2314 -0.2413
C -1.2603 1.5133 3.9615 -0.2140
C -1.5185 5.9789 -0.6441 -0.2881
C -0.1763 3.6763 -4.4105 -0.2573
C -2.3291 -5.2704 -1.7162 -0.2513
C -5.7914 -1.0149 0.1288 -0.1067
C 3.9056 -0.2321 1.9922 -0.3017
C -5.9394 0.5261 -3.9987 -0.1180
C -1.3858 -2.4176 -5.3745 -0.2550
C 2.8751 -1.0856 -5.2177 -0.2160
C -0.6458 -2.7046 2.5400 -0.2384
C 5.0056 -3.3900 3.1516 -0.1890
C -3.9777 0.0152 5.7397 -0.2595
C -0.0172 4.3143 -3.0473 -0.2118
C 0.1554 -3.3687 3.6711 -0.2429
C 6.6900 -0.4090 -0.5605 -0.2250
C -2.4588 -3.9535 -2.5541 -0.2004
C 0.3863 4.2111 0.7011 -0.2416
C 5.4971 -2.6315 1.8699 -0.2627
C -1.0124 3.5567 -2.0809 -0.2535
C -0.7957 2.1537 6.4265 -0.0981
C 1.5321 -5.3528 4.3502 -0.1061
C 5.2859 -5.7130 4.3698 -0.1048
H -4.5087 0.8815 -2.4374 0.0914
H 3.5014 0.6265 1.4559 0.1015
H -3.6765 8.2205 -2.3425 0.1004
H 1.1915 5.9915 3.5987 0.1105
H 3.0842 5.2937 1.3828 0.0657
H -0.8205 -0.4050 5.0851 0.0825
H -2.6916 -2.2919 5.0242 0.0921
H 4.9707 -5.1204 5.2286 0.0813
H 1.6186 -2.7040 -4.5151 0.1012
H -0.9867 1.8343 2.9565 0.0935
H -5.2272 6.5994 2.4696 0.0847
H -0.4180 -0.8203 -6.5363 0.0938
H -2.7675 -2.3293 0.6129 0.0860
H 4.9770 -0.7358 3.6964 0.0877
H 6.3825 0.4689 -2.5281 0.0923
H -0.6729 -3.2204 -5.5625 0.0948
H 5.9212 -6.5538 4.6481 0.0818
H -4.0410 5.8051 0.8039 0.0961
H -1.3405 -3.4945 2.2546 0.0876
H -2.3212 1.5412 4.2100 0.0858
H -4.1667 1.4896 -4.1726 0.0993
H 8.7065 1.6415 -2.2913 0.0686
H -0.2031 5.3851 -3.1303 0.0992
H -2.2089 9.9532 -1.3046 0.0757
H -3.8515 -1.4638 -3.1416 0.0795
H -0.8027 -1.6951 -9.9687 0.0838
H -4.1518 3.3104 1.7445 0.0978
H -0.2257 -0.6093 -8.7963 0.0650
H -2.7499 3.5720 2.4893 0.0852
H 4.4213 -4.1534 -0.3421 0.1127
H 7.3205 -1.1656 -0.0935 0.0978
H -3.3716 0.1896 2.0661 0.0792
H -1.7638 5.0356 -5.0261 0.0759
H -3.4498 -2.7303 3.6839 0.0804
H -4.8444 -0.3486 3.8636 0.1052
H 0.4043 2.6812 4.7234 0.0783
H 2.4105 -4.2901 -1.7192 0.0933
H -2.2569 2.3851 0.3964 0.0673
H -2.1408 -0.6149 -6.4379 0.1102
H -4.1253 -6.4845 -2.4744 0.0729
H -6.5887 1.3923 -3.8721 0.0749
H 1.9820 -6.6822 -1.7677 0.0638
H -0.3610 2.9498 7.0309 0.0801
H 5.1182 -1.5490 -1.5676 0.0876
H -6.5075 -1.1953 -0.6729 0.0641
H 2.7928 1.5730 5.2682 0.0819
H 0.0969 2.6212 -4.4277 0.0924
H -5.9381 0.4717 -5.0874 0.0751
H 2.5912 -2.1764 -0.5552 0.0800
H -4.5644 -2.4169 -0.8015 0.0919
H 3.5652 5.9707 2.9540 0.0804
H -2.1414 6.0236 -2.5741 0.0742
H 3.9450 -3.6011 3.0145 0.0763
H -0.8827 -2.8297 -1.5484 0.0590
H -3.6227 7.8764 -0.6175 0.0912
H -2.8183 -4.3051 -3.5212 0.0995
H 2.2451 -6.8540 -0.1350 0.0641
H -3.8563 -2.4783 1.7991 0.0994
H -1.6935 6.4250 0.3349 0.0671
H -0.4392 -3.4468 4.5813 0.1099
H -2.0065 3.7643 -2.4768 0.0683
H 4.4832 -6.1440 3.7714 0.0577
H -1.2020 8.6453 -0.7533 0.0562
H 7.1724 -1.0304 -2.5652 0.0901
H -0.6721 -2.8971 -7.7822 0.1085
H 5.2089 -2.8040 4.0479 0.1043
H -4.4923 0.9559 5.5438 0.1037
H 4.6113 -2.5732 -5.1382 0.0543
H 5.7685 -3.3453 1.0922 0.0751
H 6.6759 0.5450 -0.0333 0.1052
H -0.1670 -5.4139 3.2032 0.1067
H -2.0280 -0.1986 0.8873 0.0568
H 5.7862 -5.3816 2.3145 0.1042
H 3.5692 -4.6582 1.0804 0.1001
H 0.5411 -0.2185 -4.6610 0.0778
H -2.0490 -5.0534 -0.6854 0.0951
H 2.5864 -5.1043 4.2280 0.0274
H 0.5422 4.0648 -5.1323 0.1062
H -0.0243 6.0643 1.7559 0.1054
H -5.4935 -0.8080 7.1894 0.0805
H -0.6370 6.4841 -1.0387 0.0938
H 0.0011 -2.4857 1.6904 0.0670
H 9.1696 0.2798 -1.1926 0.0614
H -4.3356 -5.7281 -1.0257 0.0610
H 0.2785 -0.0324 3.7412 0.0436
H 6.3482 -2.0194 2.1684 0.0929
H 6.7756 -4.5406 3.4962 0.1024
H -1.5600 -5.8640 -2.2104 0.0991
H -1.0643 3.5484 4.7417 0.0993
H -2.2743 -3.0489 -5.3857 0.0945
H 0.3835 3.1768 1.0451 0.0732
H 0.8252 -0.4179 -2.9755 0.0837
H 3.5945 -6.5410 -1.1758 0.0727
H -2.3678 3.4031 -4.6050 0.0449
H 2.0211 0.9425 3.7853 0.0483
H -0.2250 -3.8869 -2.7288 0.0842
H 2.7288 -0.1956 4.8572 0.0876
H -1.5590 3.6567 -6.1229 0.0724
H -6.3601 -1.5294 0.9033 0.0781
H 1.6321 -6.4381 4.3688 0.0822
H 5.8589 0.4358 2.7616 0.1174
H -0.3204 1.2070 6.6834 0.0744
H -4.0519 -0.0469 7.9179 0.0727
H 4.1119 2.1976 3.4145 0.1132
H 1.0562 -2.7881 3.8703 0.1044
H -3.9396 -1.6020 7.1085 0.0690
H 1.6576 4.2966 3.3463 0.0880
H 1.3247 -5.0256 5.3690 0.0844
H 2.9662 -0.6733 2.3252 0.0774
H 2.5126 -1.8976 -3.2851 0.1053
H 4.7811 1.5381 4.7892 0.1108
H 3.4129 -0.2427 -4.7838 0.1101
H 4.6482 -0.0484 -0.9682 0.0832
H -3.1707 -7.0746 -0.9960 0.0757
H -0.2780 4.4452 2.6221 0.0868
H -1.8348 2.0878 6.7489 0.0686
H -2.1975 -2.7141 -8.0357 0.1130
H -1.8748 -0.2207 -2.2645 0.0703
H -2.9268 6.0304 2.1897 0.1099
H -0.9013 2.4735 -2.1301 0.0794
H -3.2147 -3.3033 -2.1137 0.0667
H -3.3337 3.3344 -0.6076 0.0982
H -1.6533 0.4713 -3.9355 0.0870
H -3.9139 -0.8881 -0.9394 0.0847
H 4.7116 -1.6628 -6.4389 0.0656
H -1.8978 -0.3897 -9.1743 0.0825
H 1.2149 4.2763 -0.0041 0.1072
H -4.9231 -1.7281 4.9525 0.1090
H 9.4008 0.0935 -2.7385 0.0643
H -5.6860 4.9287 2.0955 0.0856
H 3.3266 -2.9392 -6.3312 0.0685
H -2.9490 0.3632 5.8333 0.0598
H -1.5579 8.9167 -2.5695 0.0761
H 1.1828 -4.8183 2.2578 0.0983
H -5.9487 0.0591 0.2278 0.0697
H -6.5982 -0.2670 -3.6452 0.0731
H 2.2794 -2.5074 1.1017 0.0801
H -3.5243 -0.8740 -4.7324 0.0821
H 2.4675 6.8329 1.7634 0.0814
H 1.0020 4.1582 -2.6936 0.1108
H 2.2407 -0.8036 -6.0581 0.0942
H 1.2721 -4.6161 -0.4606 0.0998
H -4.8441 5.4249 3.5995 0.0823
H -3.5173 5.6816 -1.5029 0.0967
```